Version 1
Entry from the Open Molecules 2025 dataset: the ion C5H8NO with charge +1 (ωB97M-V with the def2-TZVPD basis set).

```
15
Properties=species:S:1:pos:R:3:mulliken_charge:R:1
C 0.3122 1.3999 -0.8873 -0.320
C -0.3469 0.2487 -1.0484 -0.389
C 0.4382 1.8438 0.6405 -0.478
C -0.6631 -0.4606 0.1785 0.341
C 0.0069 -1.8221 0.3575 -1.243
N -0.0420 0.7690 1.3654 0.533
O 0.0464 0.5719 2.4786 -0.289
H 0.7006 1.9243 -1.8116 0.366
H -0.2956 -0.4414 -1.9937 0.323
H 1.4520 2.1156 0.7598 0.371
H -0.1981 2.6750 0.7304 0.348
H -1.6968 -0.4874 0.6358 0.276
H 0.9878 -1.6141 0.1535 0.412
H -0.3477 -2.6505 -0.1770 0.396
H -0.1286 -2.2323 1.4168 0.353
```

Output
LUMO energy = -6.426 eV
HOMO energy = -14.92 eV
total charge = +1



Version 2
Entry from the Open Molecules 2025 dataset: the ion C5H8NO with charge +1 (ωB97M-V with the def2-TZVPD basis set).

```
15
Properties=species:S:1:pos:R:3:mulliken_charge:R:1
C -2.2407 0.8800 -0.0920 -0.242
C -2.1737 -1.3004 0.2063 -0.379
C -0.9408 0.4872 -0.0702 0.484
C 2.5329 0.6761 -0.2708 -1.159
C 1.3051 -0.1978 0.0902 -0.143
N -2.7983 -0.3063 -0.2682 -0.173
O 0.1594 0.3166 -0.6240 -0.188
H -2.7684 1.6066 0.4976 0.324
H -2.2367 -2.2440 -0.2214 0.337
H -1.8446 -1.1206 1.2369 0.371
H 2.2270 1.1979 -1.2031 0.301
H 2.8350 1.3165 0.4242 0.408
H 3.3388 0.0972 -0.5847 0.353
H 1.3022 -0.1542 1.1589 0.349
H 1.3029 -1.2546 -0.2797 0.358
```

Output
LUMO energy = -4.969 eV
HOMO energy = -14.82 eV
total charge = +1



Looking at the structures above, version 1 is most stable, and the difference to the next one is 19.7 kcal/mol.